Record 1
46
Properties=species:S:1:pos:R:3:forces:R:3 method="wB97M-V/def2-TZVPD" relative_energy_kcal_mol=37.5 orbital_gap_ev=4.58 fmax_ev_per_a=5.4 e_tot_ha=-4214.04059 total_charge=-2 homo_ev=0.109 lumo_energy_ev=4.689 spin_multiplicity=1
O -3.5488 1.1568 -2.4556 0.6 -0.3 -0.1
C -2.4295 0.9837 -2.2239 -1.7 1.0 0.0
Co -0.7766 0.7815 -1.7345 0.7 -0.3 -1.5
C -0.1645 2.3929 -2.0130 0.9 0.8 -1.5
O 0.2438 3.4462 -2.2650 -0.5 -0.9 0.6
C -1.1382 0.2214 -0.1087 0.0 -2.1 3.0
O -1.4177 -0.1690 0.9453 0.3 1.0 -1.7
C 0.4144 -2.3644 -1.0936 -1.2 2.1 -2.3
C -0.8587 -2.9829 -1.3133 0.0 -0.1 0.3
C -1.4831 -3.7180 -0.2742 0.0 0.1 -0.4
C -2.7572 -4.2457 -0.4600 0.1 0.1 -0.2
C -3.4196 -4.0831 -1.6840 -0.1 -0.1 0.1
C -2.7950 -3.3988 -2.7338 0.4 0.1 0.2
C -1.5208 -2.8640 -2.5570 -0.3 -0.2 0.2
C 1.1105 -1.2687 -1.4039 -2.9 -1.0 -1.7
C 1.0536 -0.0570 -2.1456 0.2 0.4 -1.0
Co 2.0230 -2.3410 -0.3057 3.5 -2.1 3.5
C 1.5689 -2.6605 1.3618 -0.3 0.3 1.1
O 1.2911 -2.8810 2.4629 0.1 -0.1 -0.3
C 3.3627 -1.2333 -0.0874 1.1 0.5 0.2
O 4.2895 -0.5620 0.0724 -0.7 -0.4 -0.2
C 2.7027 -3.9008 -0.7676 0.3 0.1 -0.9
O 3.1475 -4.9330 -1.0349 0.0 -0.3 0.2
H -0.9486 -3.8362 0.6708 -0.2 0.1 -0.3
H -3.2356 -4.7844 0.3590 0.0 0.1 -0.2
H -4.4230 -4.4918 -1.8203 0.2 0.1 0.0
H -3.2976 -3.2758 -3.6942 0.1 -0.1 0.2
H -1.0132 -2.3385 -3.3698 -0.2 -0.1 0.3
H 1.9664 0.5456 -2.1026 -0.5 -0.2 -0.1
H 0.8297 -0.2523 -3.2175 -0.6 0.1 0.0
C -0.1354 5.8718 2.5911 0.7 -0.8 -0.7
O 0.6531 5.1163 1.6433 -0.5 1.3 0.6
C 0.8825 3.7882 1.8884 0.1 -1.5 0.5
C 0.5711 3.1627 3.1171 -0.3 1.2 -0.2
C 0.7908 1.7912 3.2395 0.4 -0.4 -0.2
C 1.2545 1.0295 2.1886 -0.1 0.2 0.1
C 1.4256 1.6158 0.8829 0.0 -0.5 0.0
O 1.4873 0.8890 -0.1654 1.1 1.8 2.5
C 1.4177 3.0430 0.8371 -0.4 0.4 0.4
H -0.2096 6.8689 2.1560 0.0 0.0 0.1
H -1.1408 5.4415 2.7088 0.2 0.0 0.0
H 0.3613 5.9302 3.5698 -0.1 0.0 -0.1
H 0.1645 3.7469 3.9471 0.1 -0.3 -0.2
H 0.5799 1.3162 4.1933 0.0 0.0 0.0
H 1.4246 -0.0400 2.2766 -0.2 0.1 0.0
H 1.6967 3.5426 -0.0799 -0.2 0.0 -0.1

Record 2
49
Properties=species:S:1:pos:R:3:forces:R:3 method="wB97M-V/def2-TZVPD" relative_energy_kcal_mol=0.0 orbital_gap_ev=7.09 fmax_ev_per_a=0.4 e_tot_ha=-4737.46219 total_charge=+1 homo_ev=-10.841 lumo_energy_ev=-3.746 spin_multiplicity=1
Mg 0.1371 0.0280 0.0827 0.0 0.0 -0.1
Se -3.3789 -4.3721 5.4166 0.1 0.3 -0.2
N -2.2583 -2.9819 5.5188 -0.1 -0.3 0.0
C -1.9704 -2.6396 4.2932 0.1 0.2 0.1
C -1.0561 -1.5458 3.9575 -0.1 -0.1 0.1
C -0.3758 -0.8040 4.9240 0.0 0.0 0.0
C 0.4942 0.1843 4.5184 0.0 0.0 0.0
C 0.6433 0.4257 3.1561 0.1 0.0 0.0
N -0.0219 -0.2513 2.2290 0.0 -0.1 0.1
C -0.8402 -1.2429 2.6187 -0.1 -0.1 -0.3
C -1.4818 -2.0296 1.5429 0.2 0.2 0.1
N -1.1767 -1.6893 0.2743 -0.1 -0.1 0.1
C -1.7190 -2.3932 -0.7126 0.0 0.1 -0.1
C -2.5827 -3.4624 -0.5001 0.0 0.0 0.0
C -2.8957 -3.8116 0.7941 0.0 0.0 0.0
C -2.3346 -3.0838 1.8440 -0.1 -0.1 0.2
C -2.6017 -3.3966 3.2505 -0.1 0.0 -0.3
N -3.4025 -4.3549 3.6282 0.1 -0.1 0.3
H -0.5273 -1.0272 5.9717 0.0 0.0 0.0
H 1.0598 0.7642 5.2330 0.0 0.0 0.0
H 1.3311 1.1820 2.7963 0.0 0.0 0.0
H -1.4551 -2.0857 -1.7172 0.0 0.0 0.0
H -2.9919 -4.0003 -1.3426 0.0 0.0 0.0
H -3.5602 -4.6366 1.0136 0.0 0.0 0.0
C 1.5776 -1.6140 -2.8631 0.0 0.0 0.0
C 0.6645 -0.4499 -3.0656 0.1 -0.1 0.3
N 0.0354 0.1664 -2.0921 0.0 0.0 -0.1
C -0.7028 1.2337 -2.5633 0.0 0.0 0.2
C -0.6455 1.4116 -3.9047 0.0 0.0 0.0
S 0.3719 0.2299 -4.5977 0.0 0.0 -0.2
C -1.4051 2.0460 -1.5620 0.1 -0.2 0.0
C -2.2326 3.0959 -1.7823 0.0 0.0 -0.1
S -2.7817 3.7179 -0.2952 -0.1 0.2 -0.1
C -1.8867 2.5536 0.5489 0.2 -0.2 0.2
N -1.2064 1.7358 -0.2232 -0.1 0.1 -0.1
C -1.8956 2.5061 2.0418 0.0 0.0 0.0
H 1.6385 -1.8491 -1.8025 0.0 0.0 0.0
H 2.5832 -1.3751 -3.2130 0.0 0.0 0.0
H 1.2271 -2.4888 -3.4110 0.0 0.0 0.0
H -1.1151 2.1744 -4.5020 0.0 0.0 0.0
H -2.5344 3.5201 -2.7245 0.0 0.0 0.0
H -2.6134 3.2159 2.4476 0.0 0.0 0.0
H -0.9107 2.7597 2.4339 0.0 0.0 0.0
H -2.1616 1.5088 2.3904 0.0 0.0 0.0
N 5.2447 0.4999 -2.8463 0.0 0.0 -0.1
C 4.8606 0.4241 -1.7598 -0.1 0.0 0.0
N 4.4604 0.3401 -0.4981 0.3 0.0 0.2
C 3.2459 0.1799 -0.2144 -0.3 0.0 -0.2
N 2.1212 0.0244 0.0951 0.0 0.1 0.2